No. 1
A molecular structure, C49H49BN8O2P2S3W, computed with ωB97M-V with the def2-TZVPD basis set.

* ⟨S²⟩: 2.02
* 2S+1: 3
* HOMO level (alpha / beta): -6.246 / -6.207 eV
* ΔE to the lowest compared entry with this formula, charge and spin: 0.0 kJ/mol
* total charge: 0
* HOMO-LUMO gap (alpha / beta): 6.68 / 5.99 eV

Last column: Löwdin spin population.
Geometry (Å):
W -0.50 -0.70 0.75  0.746
C -4.26 -2.93 1.19  0.002
C -3.54 -1.83 0.74  0.009
N -2.24 -2.02 0.93  0.014
N -2.10 -3.23 1.53  0.010
C -3.30 -3.80 1.68  0.005
B -0.71 -3.88 1.69  0.023
N -0.04 -3.75 0.31  0.270
C -0.01 -4.67 -0.73  -0.009
C 0.29 -4.06 -1.88  0.137
C 0.45 -2.60 -1.58  0.053
N 0.25 -2.53 -0.14  0.382
N 0.18 -3.12 2.68  0.007
C 0.90 -3.65 3.69  0.005
C 1.84 -2.71 4.09  0.001
C 1.61 -1.62 3.24  0.003
N 0.61 -1.87 2.41  0.006
H -5.33 -3.08 1.16  0.000
H -3.87 -0.92 0.26  0.000
H -3.38 -4.78 2.11  0.000
H -0.83 -5.03 2.01  0.000
H -0.22 -5.70 -0.51  -0.005
H 0.38 -4.51 -2.85  0.007
H 1.48 -2.26 -1.82  0.025
H 0.71 -4.65 4.02  0.000
H 2.56 -2.80 4.87  0.000
H 2.13 -0.68 3.20  0.000
S -2.51 0.21 -1.76  0.129
P -1.01 1.52 -0.09  0.020
C 0.01 1.46 1.29  0.032
P -0.60 1.51 2.85  0.013
S -1.87 -0.08 2.84  0.011
C 0.70 1.31 4.10  0.003
C 0.43 0.69 5.31  0.001
C 1.44 0.54 6.25  0.000
C 2.71 1.03 5.98  0.000
C 2.98 1.67 4.78  0.000
C 1.97 1.81 3.84  0.001
C -1.45 2.99 3.47  0.003
C -0.70 4.14 3.70  0.001
C -1.31 5.29 4.18  0.000
C -2.67 5.28 4.45  0.000
C -3.42 4.13 4.24  0.000
C -2.81 2.99 3.74  0.000
C -0.14 2.14 -1.55  -0.003
C -0.61 3.24 -2.28  -0.001
C 0.05 3.67 -3.42  0.000
C 1.18 3.00 -3.86  0.000
C 1.65 1.90 -3.16  0.000
C 0.99 1.47 -2.01  -0.001
C -2.34 2.73 0.26  -0.003
C -3.69 2.42 0.29  0.000
C -4.63 3.40 0.58  0.000
C -4.22 4.71 0.81  0.000
C -2.87 5.03 0.77  0.000
C -1.93 4.04 0.52  -0.001
H -0.56 0.30 5.50  0.000
H 1.23 0.04 7.18  0.000
H 3.50 0.90 6.72  0.000
H 3.97 2.05 4.57  0.000
H 2.16 2.28 2.88  0.001
H 0.37 4.14 3.50  0.000
H -0.73 6.18 4.35  0.000
H -3.15 6.17 4.83  0.000
H -4.48 4.13 4.44  0.000
H -3.39 2.09 3.56  0.000
H -1.51 3.75 -1.96  0.000
H -0.33 4.52 -3.96  0.000
H 1.69 3.33 -4.76  0.000
H 2.52 1.36 -3.51  0.000
H 1.36 0.61 -1.47  0.000
H -4.01 1.41 0.07  0.000
H -5.68 3.15 0.61  0.000
H -4.95 5.48 1.02  0.000
H -2.54 6.04 0.96  0.000
H -0.88 4.28 0.51  0.000
C 3.11 2.06 0.18  0.002
N 3.70 0.77 -0.13  0.002
C 4.88 0.81 -0.97  0.000
C 3.10 -0.40 0.24  0.003
O 1.87 -0.54 0.36  0.019
N 3.93 -1.46 0.48  0.001
C 3.40 -2.80 0.56  0.003
C 5.26 -1.29 1.04  0.000
H 3.74 2.59 0.90  0.000
H 2.11 1.92 0.59  0.002
H 3.03 2.67 -0.72  0.000
H 4.67 1.45 -1.84  0.000
H 5.13 -0.18 -1.34  0.000
H 5.75 1.22 -0.45  0.000
H 2.36 -2.80 0.24  0.002
H 3.43 -3.17 1.59  0.000
H 3.99 -3.47 -0.07  0.000
H 5.43 -0.25 1.31  0.000
H 6.05 -1.60 0.35  0.000
H 5.34 -1.89 1.95  0.000
C -1.27 -3.83 -9.99  0.000
C -1.00 -3.43 -8.56  0.000
O -0.16 -3.93 -7.87  0.000
S -2.08 -2.12 -8.01  0.000
C -1.63 -2.02 -6.30  0.002
C -0.55 -1.23 -5.91  0.000
C -0.21 -1.13 -4.57  0.004
C -0.95 -1.80 -3.60  0.007
C -2.03 -2.59 -4.00  0.005
C -2.37 -2.70 -5.34  0.000
C -0.59 -1.68 -2.16  0.051
C -1.16 -0.81 -1.31  -0.001
H -0.38 -4.30 -10.41  0.000
H -1.57 -2.97 -10.60  0.000
H -2.09 -4.55 -10.00  0.000
H 0.02 -0.70 -6.66  0.000
H 0.62 -0.51 -4.27  0.001
H -2.61 -3.10 -3.24  0.001
H -3.21 -3.30 -5.64  0.000

=====

No. 2
A molecular structure, C49H49N3O2P3STl, computed with ωB97M-V with the def2-TZVPD basis set.

* HOMO level: -13.182 eV
* ΔE to the lowest compared entry with this formula, charge and spin: 0.0 kJ/mol
* total charge: +2
* HOMO-LUMO gap: 8.34 eV

Last column: Löwdin charge in e.
Geometry (Å):
Tl 0.23 -0.59 -0.87  0.732
O 2.70 3.13 1.10  -0.440
S 1.47 2.55 0.53  0.918
C 0.81 3.78 -0.60  -0.382
C 1.52 4.96 -0.68  -0.050
C 1.13 5.93 -1.60  -0.032
C 0.05 5.69 -2.44  -0.039
C -0.64 4.49 -2.36  -0.075
C -0.28 3.51 -1.43  -0.351
P -1.24 1.97 -1.29  1.065
C -2.61 2.42 -0.18  -0.369
C -3.32 3.61 -0.35  -0.071
C -4.35 3.94 0.51  -0.048
C -4.69 3.08 1.55  -0.052
C -3.99 1.90 1.73  -0.064
C -2.95 1.58 0.87  -0.131
C -1.98 1.80 -2.94  -0.394
C -1.13 1.67 -4.04  -0.106
C -1.64 1.46 -5.31  -0.058
C -3.01 1.37 -5.50  -0.057
C -3.87 1.50 -4.41  -0.056
C -3.36 1.72 -3.14  -0.093
C 0.22 2.59 1.83  -0.374
C -0.32 3.79 2.29  -0.031
C -1.14 3.78 3.40  -0.029
C -1.41 2.59 4.06  -0.042
C -0.88 1.40 3.60  -0.062
C -0.06 1.38 2.47  -0.366
P 0.61 -0.19 1.82  1.029
C -0.15 -1.49 2.83  -0.393
C -1.34 -2.07 2.39  -0.118
C -1.96 -3.06 3.15  -0.060
C -1.38 -3.47 4.34  -0.053
C -0.19 -2.90 4.78  -0.057
C 0.43 -1.91 4.03  -0.084
C 2.36 -0.20 2.27  -0.367
C 3.14 -1.28 1.85  -0.106
C 4.47 -1.36 2.20  -0.057
C 5.05 -0.35 2.97  -0.047
C 4.28 0.73 3.39  -0.040
C 2.94 0.80 3.05  -0.076
H 2.38 5.10 -0.04  0.116
H 1.68 6.86 -1.67  0.121
H -0.25 6.43 -3.17  0.119
H -1.47 4.30 -3.04  0.112
H -3.06 4.29 -1.16  0.109
H -4.90 4.86 0.37  0.117
H -5.50 3.34 2.22  0.116
H -4.25 1.23 2.54  0.115
H -2.40 0.65 1.01  0.072
H -0.05 1.74 -3.91  0.099
H -0.97 1.37 -6.15  0.118
H -3.42 1.21 -6.49  0.116
H -4.94 1.45 -4.55  0.115
H -4.04 1.85 -2.31  0.103
H -0.08 4.71 1.78  0.127
H -1.57 4.71 3.76  0.122
H -2.04 2.59 4.94  0.121
H -1.10 0.48 4.12  0.110
H -1.78 -1.75 1.46  0.056
H -2.88 -3.50 2.81  0.115
H -1.86 -4.24 4.93  0.118
H 0.25 -3.22 5.71  0.119
H 1.35 -1.47 4.37  0.121
H 2.70 -2.05 1.23  0.065
H 5.07 -2.19 1.87  0.112
H 6.09 -0.40 3.23  0.116
H 4.72 1.52 3.98  0.120
H 2.35 1.65 3.38  0.108
C 2.77 -6.53 0.47  -0.002
N 2.22 -5.29 -0.03  -0.079
C 2.12 -4.95 -1.44  -0.010
C 1.32 -3.66 -1.37  -0.530
O 0.95 -3.00 -2.33  -0.020
N 1.06 -3.34 -0.06  0.135
C 1.56 -4.36 0.66  -0.399
N 1.41 -4.42 1.99  0.251
H 3.56 -6.86 -0.20  0.103
H 2.02 -7.32 0.54  0.104
H 3.23 -6.37 1.45  0.092
H 1.60 -5.71 -2.02  0.150
H 3.10 -4.77 -1.89  0.150
H 0.88 -3.69 2.45  0.072
H 1.73 -5.20 2.52  0.119
C 4.69 0.58 -2.62  -0.057
C 3.62 1.44 -2.83  -0.055
C 2.36 1.10 -2.36  -0.153
C 2.16 -0.10 -1.69  -0.314
C 3.23 -0.97 -1.49  -0.132
C 4.49 -0.62 -1.95  -0.056
H 5.68 0.84 -2.98  0.115
H 3.77 2.37 -3.35  0.116
H 1.54 1.79 -2.51  0.058
H 3.10 -1.91 -0.97  0.073
H 5.33 -1.29 -1.79  0.112
C -2.04 -3.62 -1.02  -0.216
P -1.91 -1.89 -1.53  0.766
C -3.49 -1.21 -0.96  -0.226
C -1.98 -1.91 -3.33  -0.206
H -3.03 -3.98 -1.31  0.072
H -1.92 -3.72 0.06  0.037
H -1.28 -4.22 -1.52  0.046
H -4.29 -1.67 -1.54  0.074
H -3.53 -0.13 -1.10  0.013
H -3.64 -1.43 0.09  0.051
H -2.91 -2.39 -3.65  0.074
H -1.12 -2.47 -3.71  0.055
H -1.95 -0.90 -3.73  0.028

=====

No. 3
A molecular structure, C49H50BCsF4N2O3P2, computed with ωB97M-V with the def2-TZVPD basis set.

* HOMO level (alpha / beta): 0.230 / 1.333 eV
* ΔE to the lowest compared entry with this formula, charge and spin: 210.7 kJ/mol
* total charge: -2
* HOMO-LUMO gap (alpha / beta): 3.17 / 2.08 eV

Last column: Löwdin charge in e.
Geometry (Å):
Cs -1.33 0.81 1.50  0.924
C 3.22 0.62 5.35  -0.104
C 2.85 1.85 4.86  -0.124
C 2.52 1.99 3.52  -0.079
C 2.53 0.85 2.69  -0.105
C 2.80 -0.39 3.19  -0.111
C 3.13 -0.53 4.53  -0.079
H 3.64 0.52 6.34  0.088
H 2.88 2.75 5.49  0.102
H 2.18 2.94 3.05  0.112
H 2.25 1.00 1.63  0.101
H 2.65 -1.23 2.53  0.107
H 3.37 -1.48 5.03  0.100
O 1.12 -1.11 -3.27  -0.112
C -0.07 -1.29 -3.94  -0.292
C -0.24 -0.98 -5.30  -0.078
C -1.38 -1.58 -5.90  -0.187
C -2.40 -2.11 -5.13  -0.164
C -2.26 -2.31 -3.77  -0.169
C -1.09 -1.90 -3.14  -0.368
P -0.73 -2.05 -1.40  1.060
C -0.23 -3.76 -1.11  -0.392
C -0.98 -4.82 -1.57  -0.108
C -0.60 -6.12 -1.25  -0.107
C 0.62 -6.38 -0.66  -0.123
C 1.43 -5.31 -0.24  -0.107
C 1.02 -3.99 -0.49  -0.097
C -2.49 -2.15 -0.77  -0.366
C -2.92 -3.08 0.21  -0.093
C -4.23 -3.11 0.62  -0.090
C -5.19 -2.32 -0.03  -0.111
C -4.81 -1.39 -0.95  -0.092
C -3.45 -1.26 -1.26  -0.136
C 2.40 -1.09 -3.87  -0.245
C 2.83 -2.19 -4.62  0.005
C 4.14 -2.11 -5.09  -0.104
C 4.87 -0.93 -4.96  -0.118
C 4.36 0.12 -4.22  -0.133
C 3.16 0.03 -3.57  -0.291
P 2.60 1.12 -2.19  1.154
C 4.10 1.98 -1.61  -0.393
C 5.31 1.36 -1.29  -0.101
C 6.26 2.03 -0.56  -0.113
C 6.02 3.26 0.00  -0.124
C 4.85 3.88 -0.32  -0.099
C 3.88 3.28 -1.15  -0.097
C 1.62 2.41 -3.06  -0.373
C 0.25 2.58 -2.90  -0.078
C -0.46 3.48 -3.70  -0.074
C 0.24 4.36 -4.56  -0.087
C 1.61 4.20 -4.65  -0.107
C 2.26 3.15 -4.04  -0.115
H 0.53 -0.53 -5.91  0.090
H -1.36 -1.73 -7.02  0.077
H -3.28 -2.42 -5.63  0.067
H -3.06 -2.80 -3.21  0.093
H -1.84 -4.64 -2.25  0.115
H -1.34 -6.90 -1.50  0.097
H 0.95 -7.42 -0.56  0.086
H 2.42 -5.46 0.23  0.096
H 1.63 -3.13 -0.21  0.089
H -2.22 -3.78 0.63  0.094
H -4.55 -3.77 1.42  0.099
H -6.25 -2.51 0.19  0.100
H -5.53 -0.62 -1.30  0.118
H -3.16 -0.53 -1.95  0.086
H 2.23 -3.11 -4.68  0.135
H 4.67 -2.98 -5.53  0.103
H 5.90 -0.89 -5.32  0.094
H 4.91 1.04 -4.21  0.096
H 5.57 0.41 -1.74  0.102
H 7.23 1.51 -0.37  0.115
H 6.74 3.75 0.64  0.099
H 4.61 4.86 0.08  0.100
H 2.99 3.83 -1.48  0.106
H -0.34 1.96 -2.20  0.115
H -1.54 3.52 -3.69  0.100
H -0.25 5.15 -5.12  0.097
H 2.20 4.90 -5.24  0.097
H 3.27 2.93 -4.32  0.099
C -2.04 5.01 4.96  -0.056
O -2.09 5.51 3.60  -0.068
C -1.71 4.53 2.68  -0.536
O -1.01 3.59 2.92  0.019
N -2.31 4.85 1.44  -0.015
N -2.19 3.80 0.48  0.010
H -2.53 5.74 5.62  0.086
H -0.97 4.87 5.27  0.096
H -2.51 4.05 5.13  0.090
H -3.03 5.56 1.44  0.138
H -1.75 4.27 -0.35  0.102
H -3.11 3.41 0.32  0.062
F -4.03 1.20 3.35  0.019
B -4.70 1.50 2.10  -1.257
F -5.89 0.78 1.99  0.114
F -4.92 2.86 1.95  0.103
F -3.85 1.07 1.00  -0.178
C -2.06 -1.21 6.10  -0.119
C -2.40 -1.65 4.69  -0.799
C -3.86 -1.33 4.33  -0.080
C -2.08 -3.12 4.39  -0.117
C -1.41 -1.01 3.86  -0.254
H -2.72 -1.62 6.91  0.061
H -2.20 -0.09 6.16  0.083
H -0.99 -1.40 6.33  0.067
H -4.55 -2.20 4.55  0.076
H -3.94 -1.10 3.23  0.073
H -4.21 -0.43 4.86  0.065
H -2.78 -3.81 4.95  0.066
H -1.10 -3.35 4.82  0.060
H -2.04 -3.37 3.30  0.070
H -0.30 -1.12 3.86  -0.055

=====

No. 4
A molecular structure, C49H50N10OS8Zr, computed with ωB97M-V with the def2-TZVPD basis set.

* HOMO level: -11.251 eV
* ΔE to the lowest compared entry with this formula, charge and spin: 0.0 kJ/mol
* total charge: +2
* HOMO-LUMO gap: 6.70 eV

Last column: Löwdin charge in e.
Geometry (Å):
Zr -0.28 2.22 -0.33  1.194
S -0.39 4.25 1.60  0.249
S 1.00 5.66 1.13  0.485
S 0.24 4.86 -1.64  0.444
S 0.63 3.10 -2.58  0.164
N -1.02 0.87 1.13  -0.404
S -0.89 -0.46 1.73  0.837
N 0.27 -1.54 1.25  -0.344
S 0.20 -2.53 0.05  0.901
N 0.03 -2.01 -1.39  -0.354
S 0.89 -0.67 -1.89  0.797
N 0.69 0.52 -1.08  -0.498
C 0.48 -0.68 -3.65  -0.334
C -0.66 -1.31 -4.10  -0.114
C -0.94 -1.30 -5.46  -0.053
C -0.08 -0.67 -6.35  -0.048
C 1.06 -0.04 -5.88  -0.041
C 1.34 -0.03 -4.52  -0.073
C 2.60 -1.23 -1.79  -0.310
C 3.17 -2.08 -2.72  -0.067
C 4.50 -2.45 -2.58  -0.049
C 5.24 -1.98 -1.51  -0.048
C 4.66 -1.14 -0.57  -0.046
C 3.33 -0.77 -0.70  -0.083
C 1.69 -3.55 0.11  -0.309
C 2.62 -3.48 1.13  -0.060
C 3.71 -4.33 1.09  -0.046
C 3.86 -5.23 0.04  -0.042
C 2.92 -5.28 -0.98  -0.043
C 1.83 -4.44 -0.94  -0.065
C -1.09 -3.76 0.24  -0.307
C -1.12 -4.56 1.37  -0.061
C -2.07 -5.55 1.48  -0.047
C -2.99 -5.75 0.45  -0.043
C -2.95 -4.95 -0.68  -0.043
C -2.00 -3.95 -0.79  -0.061
C -2.44 -1.39 1.68  -0.294
C -3.22 -1.21 0.54  -0.099
C -4.44 -1.85 0.44  -0.051
C -4.88 -2.67 1.47  -0.049
C -4.10 -2.85 2.60  -0.048
C -2.87 -2.21 2.71  -0.057
C -0.49 -0.36 3.49  -0.307
C 0.09 -1.42 4.18  -0.081
C 0.28 -1.32 5.55  -0.044
C -0.12 -0.18 6.22  -0.043
C -0.68 0.89 5.53  -0.042
C -0.86 0.80 4.16  -0.078
H -1.31 -1.79 -3.40  0.075
H -1.83 -1.79 -5.83  0.113
H -0.30 -0.67 -7.40  0.116
H 1.73 0.45 -6.57  0.119
H 2.21 0.48 -4.14  0.119
H 2.58 -2.43 -3.56  0.122
H 4.96 -3.10 -3.31  0.118
H 6.28 -2.25 -1.41  0.116
H 5.24 -0.77 0.26  0.119
H 2.83 -0.12 0.00  0.093
H 2.48 -2.77 1.93  0.109
H 4.45 -4.29 1.87  0.117
H 4.71 -5.89 0.03  0.119
H 3.05 -5.98 -1.79  0.120
H 1.08 -4.45 -1.72  0.121
H -0.39 -4.40 2.16  0.119
H -2.10 -6.18 2.35  0.119
H -3.71 -6.54 0.53  0.119
H -3.66 -5.11 -1.48  0.119
H -1.93 -3.32 -1.65  0.098
H -2.86 -0.56 -0.24  0.015
H -5.05 -1.70 -0.43  0.117
H -5.83 -3.17 1.39  0.118
H -4.45 -3.47 3.41  0.119
H -2.27 -2.34 3.60  0.111
H 0.39 -2.29 3.63  0.094
H 0.74 -2.14 6.09  0.117
H -0.01 -0.12 7.29  0.118
H -0.97 1.78 6.06  0.119
H -1.28 1.62 3.59  0.086
N 2.75 5.35 -0.96  0.074
C 1.58 5.27 -0.53  -1.107
H 3.47 5.64 -0.31  0.069
N 2.86 2.86 2.64  0.165
C 1.69 2.38 2.18  -0.247
N 1.69 2.20 0.88  -0.063
C 2.96 2.57 0.45  -0.259
C 3.54 2.54 -0.82  -0.071
C 4.83 3.01 -0.93  -0.075
C 5.54 3.48 0.18  -0.076
C 5.00 3.48 1.45  -0.008
C 3.70 3.02 1.57  -0.196
H 3.07 3.13 3.59  0.176
H 0.87 2.14 2.84  0.076
H 2.98 2.17 -1.67  0.056
H 5.30 3.03 -1.90  0.112
H 6.55 3.85 0.04  0.109
H 5.55 3.82 2.30  0.115
N -4.11 1.38 -3.84  0.110
C -3.13 1.90 -3.09  -0.831
N -2.96 3.22 -3.11  0.135
S -2.16 0.89 -2.15  0.719
H -4.66 1.94 -4.46  0.119
H -4.21 0.38 -3.86  0.098
H -3.53 3.82 -3.68  0.129
H -2.22 3.62 -2.54  0.038
C -3.81 4.84 2.20  -0.026
N -3.42 3.90 1.17  -0.157
C -3.60 2.51 1.50  -0.030
C -2.56 4.24 0.20  -0.590
C -2.58 5.66 -0.28  -0.029
O -2.02 3.32 -0.52  -0.442
H -4.74 4.50 2.65  0.098
H -3.98 5.83 1.79  0.092
H -3.04 4.90 2.97  0.092
H -4.57 2.40 1.97  0.104
H -2.81 2.15 2.17  0.060
H -3.56 1.91 0.59  0.078
H -2.13 6.34 0.44  0.085
H -3.61 5.98 -0.45  0.102
H -2.02 5.75 -1.20  0.026

=====

no.,largest force on an atom (eV/A)
1,0.66
2,0.18
3,4.50
4,1.58